Record 1
Entry from the Open Molecules 2025 dataset: a molecular structure, C2H11BeO4 (ωB97M-V with the def2-TZVPD basis set).

Structure (XYZ):
```
18
Properties=species:S:1:pos:R:3:forces:R:3
Be 0.9783 0.1150 0.2573 -2.48 -1.70 -2.41
C -2.2197 -0.1420 -1.3587 -1.84 -3.47 2.22
C -1.1937 -1.1290 -0.7327 -0.89 1.41 0.34
O 0.0573 -0.5980 -0.8227 3.81 1.31 1.45
H -2.3377 -0.1600 -2.3897 0.46 -0.38 -2.09
H -2.2477 0.8650 -1.0917 0.51 1.65 1.08
H -3.1737 -0.6070 -0.9877 0.26 0.77 -0.37
H -1.2567 -2.0750 -1.2627 -0.07 -0.24 -0.08
H -1.4087 -1.3240 0.3533 -0.49 0.04 -0.72
O 0.4153 1.6890 0.4983 -0.06 2.16 1.12
H 0.7183 2.2860 1.2133 0.19 -0.62 -0.17
H -0.2007 2.3120 0.0533 0.12 -1.30 -0.48
O 0.9773 -0.6190 1.8683 0.75 1.18 1.23
H 1.2523 -0.0650 2.6543 -0.58 -1.12 -1.04
H 0.7093 -1.4980 2.2033 0.07 0.47 -0.53
O 2.5893 0.1990 -0.1917 0.20 -0.59 2.64
H 3.1493 0.5700 -0.8397 0.36 0.78 -2.02
H 3.1923 0.1810 0.5763 -0.31 -0.36 -0.16
```
Forces are in eV/Å.

**2S+1**: 1
**Kohn-Sham gap**: 7.820 eV
**Molar mass**: 108.1 g/mol
**E_tot**: -10839.919 eV
**Energy above the lowest of the compared OMol25 structures with the same formula, charge and spin**: 12.7 kcal per mole
**Charge**: +1

---

Record 2
Entry from the Open Molecules 2025 dataset: C5H10O in the gas phase (ωB97M-V with the def2-TZVPD basis set).

Structure (XYZ):
```
16
Properties=species:S:1:pos:R:3:forces:R:3
C -0.9272 -0.8820 -0.8617 -0.06 -0.04 -0.03
C -0.0401 0.0088 0.0068 -0.04 -0.03 0.04
C 0.4313 1.2270 -0.8042 -0.01 0.08 0.02
C 1.1313 -0.7321 0.6836 0.03 -0.05 0.03
C -0.8245 0.4945 1.2217 -0.35 -0.05 0.09
O -1.8889 0.0703 1.5994 0.46 0.21 -0.27
H -1.8179 -0.3165 -1.1525 0.06 -0.11 -0.02
H -0.4174 -1.2017 -1.7781 0.04 0.07 0.21
H -1.2697 -1.7713 -0.3244 0.09 0.15 -0.02
H -0.4356 1.8079 -1.1381 0.12 -0.02 0.03
H 0.9752 0.9116 -1.7030 -0.07 -0.05 0.23
H 1.0894 1.8962 -0.2363 -0.12 -0.17 0.01
H 0.7940 -1.7174 1.0203 0.11 0.09 -0.05
H 2.0270 -0.8494 0.0623 -0.31 0.05 -0.09
H 1.4291 -0.1703 1.5774 0.17 -0.10 -0.10
H -0.2817 1.2683 1.8152 -0.12 -0.02 -0.07
```
Forces are in eV/Å.

**2S+1**: 1
**Kohn-Sham gap**: 10.547 eV
**Molar mass**: 86.1 g/mol
**SMILES string**: CC(C)(C)C=O
**E_tot**: -7394.452 eV
**Energy above the lowest of the compared OMol25 structures with the same formula, charge and spin**: 7.2 kcal per mole

---

Record 3
Entry from the Open Molecules 2025 dataset: CH2BrFO in the gas phase (ωB97M-V with the def2-TZVPD basis set).

Structure (XYZ):
```
6
Properties=species:S:1:pos:R:3:forces:R:3
C 0.1002 -0.1990 -0.4702 -0.42 2.18 -1.35
O -0.0447 0.9362 0.2952 -1.05 0.62 2.14
F -1.0750 -0.8943 -0.6102 0.76 -0.07 0.18
Br -0.3301 0.6301 2.3174 0.47 0.10 -2.95
H 0.4392 0.2022 -1.5050 -0.76 -0.48 1.49
H 0.9104 -0.6752 -0.0272 1.00 -2.35 0.48
```
Forces are in eV/Å.

**2S+1**: 1
**Kohn-Sham gap**: 8.816 eV
**Molar mass**: 128.9 g/mol
**SMILES string**: FCOBr
**E_tot**: -75874.460 eV
**Energy above the lowest of the compared OMol25 structures with the same formula, charge and spin**: 53.8 kcal per mole

---

Looking at LUMO level for the records above, in order, we have -0.1594, 0.0310, -0.0751 Ha.